Below is an isolated molecule of C4H6N2 at a distorted geometry, with properties calculated with the ωB97M-V functional and the def2-TZVPD basis.

## Properties
- HOMO-LUMO gap: 10.0 eV
- HOMO: -8.977 eV
- LUMO level: 0.0367 hartree
- Energy above the lowest of the compared OMol25 structures with the same formula, charge and spin: 76.6 kJ/mol

XYZ file:
```
12
Properties=species:S:1:pos:R:3:forces:R:3
C -1.6865 -0.3209 0.0651 -0.3 0.0 0.0
C -0.2443 0.0262 0.0661 -0.1 0.0 -0.2
C 0.3577 1.2449 0.4177 0.1 -0.1 -0.3
N 1.6879 1.2086 0.3118 0.0 -0.8 -0.8
N 1.9222 -0.0451 -0.1984 -0.2 -0.1 0.3
C 0.7923 -0.7653 -0.3369 -0.2 -0.1 0.1
H -2.0817 -0.3291 -0.9540 -0.1 0.0 0.1
H -1.8393 -1.3090 0.5058 -0.1 0.1 -0.1
H -2.2553 0.4003 0.6544 0.0 -0.1 -0.1
H -0.2360 2.1432 0.5844 0.7 0.0 0.5
H 2.8199 -0.4791 -0.3934 0.0 1.0 0.4
H 0.7630 -1.7747 -0.7226 0.3 0.1 0.1
```
Positions in Å, forces in eV/Å.

Atom charges from the Mulliken analysis, given in e for atoms 1 to 2: number 1, C, carries -1.12; number 2, C, carries 0.65